No. 1
DFT (wB97M-V/def2-TZVPD) results for a molecular structure, C22H22Cl2N6O2Rb.

Atoms and positions in Å:
Rb 0.349 -0.883 -2.466
Cl -3.190 4.886 1.376
C -1.911 3.923 0.680
C -2.229 2.708 0.103
C -1.278 1.862 -0.491
N -1.644 0.626 -1.060
C -2.872 0.141 -0.897
O -3.846 0.588 -0.255
C -3.194 -1.208 -1.566
C -4.493 -1.697 -1.366
C -4.863 -2.909 -1.910
C -3.934 -3.627 -2.650
C -2.677 -3.075 -2.801
N -2.310 -1.903 -2.284
C 0.100 2.303 -0.483
C 0.374 3.535 0.133
C -0.601 4.335 0.702
Cl -0.126 5.847 1.435
N 1.118 1.506 -1.040
C 2.390 1.890 -0.985
O 2.914 2.921 -0.514
C 3.442 0.930 -1.575
C 4.780 1.320 -1.431
C 5.789 0.511 -1.912
C 5.453 -0.683 -2.536
C 4.112 -0.992 -2.641
N 3.130 -0.217 -2.182
H -3.257 2.394 0.111
H -5.165 -1.093 -0.777
H -5.865 -3.294 -1.760
H -4.172 -4.585 -3.095
H -1.918 -3.603 -3.372
H 1.392 3.875 0.160
H 4.972 2.258 -0.935
H 6.826 0.804 -1.802
H 6.205 -1.356 -2.928
H 3.804 -1.918 -3.121
C 0.427 -1.748 4.082
C 0.180 -0.982 2.786
C -1.319 -0.692 2.635
C 0.963 0.329 2.793
N 0.710 -1.842 1.706
N 0.515 -1.326 0.394
H 0.074 -1.174 4.941
H 1.492 -1.949 4.205
H -0.106 -2.703 4.075
H -1.677 -0.098 3.479
H -1.892 -1.624 2.609
H -1.549 -0.121 1.733
H 0.646 0.953 3.630
H 0.795 0.902 1.878
H 2.032 0.130 2.886
H 0.240 -2.740 1.745
H 1.233 -0.622 0.238
H -0.366 -0.813 0.318

Charge: -1
Spin multiplicity: 1
Kohn-Sham gap (eV): 5.529
Molar mass (g mol⁻¹): 558.83

No. 2
DFT (wB97M-V/def2-TZVPD) results for C22H22Cl2O3S in the gas phase at a distorted geometry.

Atoms and positions in Å:
O -3.937 0.348 2.271
C -4.170 0.357 1.060
O -5.171 -0.442 0.520
C -3.284 1.199 0.143
C -1.753 1.091 0.459
C -1.331 -0.375 0.307
C 0.209 -0.651 0.476
C 0.461 -1.372 1.768
C 0.564 -0.695 2.999
C 0.843 -1.405 4.171
C 1.090 -2.797 4.108
C 0.978 -3.458 2.912
Cl 1.216 -5.184 2.803
C 0.692 -2.756 1.749
C 1.063 0.594 0.218
C 2.527 0.273 -0.026
C 3.490 1.260 -0.016
C 4.800 0.726 -0.224
C 4.823 -0.624 -0.420
Cl 6.341 -1.525 -0.441
S 3.211 -1.335 -0.300
C 0.477 1.457 -0.920
C 0.409 0.725 -2.256
C -0.458 1.446 -3.286
C -0.855 0.717 -4.539
C -1.925 1.011 -3.474
C -0.907 1.941 -0.474
O -1.284 3.084 -0.784
H -5.481 -0.972 1.292
H -3.500 0.929 -0.889
H -3.589 2.252 0.288
H -1.577 1.459 1.468
H -1.862 -0.974 1.041
H -1.573 -0.686 -0.703
H 0.438 -1.381 -0.327
H 0.327 0.371 3.023
H 0.836 -0.863 5.137
H 1.327 -3.333 5.006
H 0.691 -3.298 0.823
H 1.001 1.213 1.088
H 3.245 2.310 0.125
H 5.659 1.355 -0.177
H 1.116 2.297 -1.107
H 1.422 0.638 -2.687
H 0.084 -0.314 -2.137
H -0.247 2.509 -3.365
H -0.854 1.257 -5.475
H -0.611 -0.316 -4.632
H -2.662 1.790 -3.668
H -2.306 0.144 -2.924

Spin multiplicity: 1
Kohn-Sham gap (eV): 9.275
Molar mass (g mol⁻¹): 437.39
Structure (SMILES): O=C(O)C[C@H]1C[C@H](c2cccc(Cl)c2)[C@@H](c2ccc(Cl)s2)[C@@H](CC2CC2)C1=O
ΔE to the lowest compared entry with this formula, charge and spin (kcal per mole): 0.4

No. 3
DFT (wB97M-V/def2-TZVPD) results for a molecular structure, C22H22Cl3N6O3Tm at a distorted geometry.

Atoms and positions in Å:
Tm -0.410 0.017 0.174
N -0.676 -2.260 -0.880
C -1.647 -2.867 0.066
C -0.991 -2.994 1.432
N -0.664 -1.667 2.026
C -1.669 -1.185 3.012
C -2.627 -0.162 2.420
N -1.861 1.031 1.969
H -1.148 -2.158 -1.774
H 0.073 -2.927 -1.042
H -1.984 -3.852 -0.261
H -2.521 -2.214 0.106
H -0.062 -3.555 1.312
H -1.641 -3.568 2.094
H 0.203 -1.793 2.535
H -1.138 -0.719 3.845
H -2.242 -2.019 3.421
H -3.373 0.094 3.174
H -3.151 -0.571 1.555
H -1.553 1.540 2.792
H -2.517 1.659 1.509
Cl -4.428 4.687 -3.681
C -3.759 3.378 -2.795
C -2.481 3.483 -2.267
C -1.975 2.399 -1.581
Cl -0.378 2.474 -0.830
C -2.658 1.195 -1.406
O -2.106 0.159 -0.781
C -3.965 1.154 -1.915
Cl -4.878 -0.285 -1.647
C -4.506 2.220 -2.605
H -1.909 4.393 -2.383
H -5.514 2.155 -2.993
O 6.335 0.703 -3.069
N 6.376 0.128 -2.002
O 7.348 -0.391 -1.504
C 5.138 0.121 -1.182
C 5.314 0.168 0.153
C 4.196 0.260 1.033
C 4.362 0.467 2.414
C 3.250 0.628 3.201
C 1.994 0.554 2.602
N 1.799 0.327 1.309
C 2.894 0.199 0.514
C 2.713 0.059 -0.915
N 1.446 -0.046 -1.381
C 1.244 -0.047 -2.691
C 2.278 0.038 -3.617
C 3.573 0.078 -3.166
C 3.828 0.093 -1.778
H 6.316 0.174 0.560
H 5.361 0.512 2.829
H 3.332 0.816 4.262
H 1.103 0.681 3.207
H 0.213 -0.112 -3.022
H 2.056 0.057 -4.675
H 4.394 0.119 -3.863

Charge: +2
Spin multiplicity: 3
Kohn-Sham gap (spin up / spin down) (eV): 7.095 / 7.103
Molar mass (g mol⁻¹): 693.75
ΔE to the lowest compared entry with this formula, charge and spin (kcal per mole): 4.1

No. 4
DFT (wB97M-V/def2-TZVPD) results for C22H22ClF3N4O2 in the gas phase.

Atoms and positions in Å:
C 4.142 0.853 1.522
C 3.477 0.527 0.184
C 3.279 -1.004 0.065
O 4.012 -1.791 0.619
N 2.283 -1.366 -0.765
C 1.990 -2.741 -1.093
C 0.519 -3.114 -0.912
C 0.061 -3.260 0.549
N -0.469 -2.065 1.157
C -1.680 -1.585 0.843
N -2.332 -2.141 -0.185
C -3.512 -1.680 -0.543
C -4.140 -0.623 0.096
C -5.438 -0.082 -0.403
F -6.154 0.538 0.546
F -5.265 0.834 -1.386
F -6.233 -1.027 -0.929
C -3.511 -0.053 1.211
C -2.290 -0.542 1.595
Cl -1.526 0.070 3.012
C 4.289 1.022 -0.980
C 3.642 1.947 -1.667
C 2.288 2.214 -1.083
N 2.216 1.248 -0.003
C 1.138 0.958 0.745
O 1.183 0.141 1.652
C -0.131 1.648 0.352
C -0.834 1.203 -0.763
C -2.044 1.782 -1.099
C -2.562 2.803 -0.319
C -1.869 3.243 0.796
C -0.656 2.667 1.134
H 5.035 0.245 1.631
H 4.406 1.908 1.565
H 3.458 0.614 2.331
H 1.725 -0.658 -1.216
H 2.275 -2.922 -2.138
H 2.628 -3.354 -0.452
H 0.368 -4.073 -1.408
H -0.124 -2.386 -1.408
H 0.893 -3.604 1.166
H -0.737 -4.007 0.576
H 0.139 -1.478 1.719
H -3.973 -2.179 -1.384
H -3.988 0.739 1.767
H 5.276 0.641 -1.164
H 3.993 2.480 -2.532
H 2.206 3.241 -0.703
H 1.484 2.070 -1.815
H -0.445 0.388 -1.360
H -2.589 1.432 -1.962
H -3.511 3.245 -0.580
H -2.276 4.033 1.409
H -0.117 2.999 2.009

Spin multiplicity: 1
Kohn-Sham gap (eV): 8.627
Molar mass (g mol⁻¹): 466.89
Structure (SMILES): C[C@]1(C(=O)NCCCNc2ncc(C(F)(F)F)cc2Cl)C=CCN1C(=O)c1ccccc1
ΔE to the lowest compared entry with this formula, charge and spin (kcal per mole): 0.0

No. 5
DFT (wB97M-V/def2-TZVPD) results for a molecular structure, C22H22CrFN6S3Si at a distorted geometry.

Atoms and positions in Å:
Cr -0.765 -0.528 0.341
C -2.852 2.970 3.182
N -2.282 3.154 1.862
C -1.628 4.282 1.400
C -1.131 3.999 0.185
N -1.474 2.681 -0.094
C -2.190 2.163 0.948
S -2.856 0.630 1.072
C -1.221 2.022 -1.317
C -1.517 2.679 -2.498
C -1.209 2.063 -3.698
C -0.592 0.822 -3.656
C -0.355 0.234 -2.434
N -0.691 0.797 -1.260
H -2.963 3.941 3.658
H -2.200 2.338 3.785
H -3.822 2.485 3.104
H -1.583 5.189 1.977
H -0.541 4.590 -0.493
H -1.997 3.648 -2.465
H -1.450 2.539 -4.638
H -0.313 0.307 -4.564
H 0.122 -0.734 -2.358
C 3.291 -2.474 1.334
Si 1.992 -2.496 -0.036
C 0.909 -4.015 0.157
C 2.866 -2.687 -1.711
N 1.119 -0.972 0.087
C 1.818 0.218 0.181
C 2.954 0.582 -0.564
C 3.543 1.829 -0.430
C 3.039 2.777 0.448
C 1.925 2.457 1.214
C 1.371 1.214 1.056
F 0.254 0.886 1.806
H 3.919 -3.367 1.286
H 2.814 -2.450 2.315
H 3.941 -1.599 1.252
H 1.487 -4.889 -0.158
H 0.013 -3.975 -0.460
H 0.604 -4.171 1.191
H 3.119 -3.741 -1.849
H 3.799 -2.124 -1.765
H 2.234 -2.389 -2.551
H 3.354 -0.132 -1.269
H 4.417 2.066 -1.024
H 3.497 3.751 0.546
H 1.502 3.149 1.931
S -1.955 -2.059 -0.956
C -2.288 -2.860 0.546
S -1.437 -2.152 1.870
C -3.174 -3.904 0.649
C -3.832 -4.415 -0.504
N -4.361 -4.834 -1.438
C -3.483 -4.503 1.900
N -3.742 -4.994 2.910

Spin multiplicity: 2
Kohn-Sham gap (spin up / spin down) (eV): 6.350 / 6.655
Molar mass (g mol⁻¹): 565.74
ΔE to the lowest compared entry with this formula, charge and spin (kcal per mole): 0.0

No. 6
DFT (wB97M-V/def2-TZVPD) results for a molecular structure, C22H22IO6S5Y.

Atoms and positions in Å:
Y -0.322 -0.738 0.149
C 3.142 2.666 1.443
C 3.207 1.296 2.093
S 1.679 0.353 2.286
C 0.577 1.432 3.225
C -0.178 2.547 2.487
S -0.839 2.127 0.848
C -0.241 3.440 -0.254
C 1.191 3.928 -0.114
S 2.451 2.629 -0.235
H 4.154 3.073 1.401
H 2.551 3.349 2.051
H 3.665 1.380 3.081
H 3.839 0.628 1.503
H 1.143 1.873 4.048
H -0.137 0.742 3.675
H 0.448 3.427 2.360
H -1.023 2.843 3.108
H -0.924 4.286 -0.171
H -0.378 2.997 -1.240
H 1.351 4.470 0.817
H 1.368 4.647 -0.915
O -1.550 -1.427 4.129
S -1.463 -1.632 2.716
O -1.919 -0.477 1.902
O -0.115 -1.967 2.212
C -2.527 -3.015 2.310
C -3.167 -3.580 3.402
C -4.014 -4.670 3.249
C -4.225 -5.203 1.994
C -3.590 -4.644 0.893
C -2.742 -3.557 1.028
S -2.025 -2.985 -0.517
O -2.531 -3.830 -1.546
O -2.375 -1.549 -0.634
O -0.553 -3.007 -0.331
H -2.991 -3.153 4.377
H -4.502 -5.094 4.117
H -4.881 -6.052 1.859
H -3.746 -5.050 -0.096
I 2.647 -1.480 -0.738
C 2.469 -0.541 -2.615
C 3.519 -0.659 -3.475
C 3.425 -0.065 -4.752
C 2.292 0.605 -5.108
C 1.201 0.725 -4.213
C 0.021 1.409 -4.598
C -1.027 1.510 -3.734
C -0.925 0.944 -2.440
C 0.193 0.281 -1.979
C 1.266 0.151 -2.913
H 4.410 -1.203 -3.194
H 4.255 -0.154 -5.440
H 2.208 1.055 -6.090
H -0.032 1.834 -5.593
H -1.936 2.017 -4.033
H -1.796 1.066 -1.791

Spin multiplicity: 1
Kohn-Sham gap (eV): 8.247
Molar mass (g mol⁻¹): 758.56
ΔE to the lowest compared entry with this formula, charge and spin (kcal per mole): 8.9

- Which value of molar mass does entry 4 give?
  466.89 g mol⁻¹

- Among the records above, which one has the lowest molar mass?
  C22H22Cl2O3S

- Number 4 is which compound?
  C22H22ClF3N4O2